Entry 1:
# C25H34N9O2PPrS2

C25H34N9O2PPrS2 as an isolated structure at a distorted geometry (wB97M-V/def2-TZVPD, the OMol25 dataset).

```
74
Properties=species:S:1:pos:R:3:mulliken_charge:R:1
Pr -0.61127 0.54729 -0.71207 -0.170
C 4.62936 2.65361 -2.14565 -0.755
C 3.30257 3.06915 -2.14588 -0.579
C 2.26620 2.14509 -2.12402 -0.080
C 2.50271 0.75626 -2.09960 0.189
C 3.85308 0.34998 -2.13220 -0.554
C 4.88300 1.28248 -2.14427 -0.624
N 1.42074 -0.08974 -1.94896 0.214
C 1.44741 -1.42787 -2.32722 0.275
C 2.18933 -1.94346 -3.39653 -0.582
C 2.12757 -3.28290 -3.74483 -0.684
C 1.30766 -4.16055 -3.03803 -0.770
C 0.53711 -3.67516 -1.99782 -0.711
C 0.58657 -2.32498 -1.64285 0.406
N -0.18817 -1.76920 -0.61868 1.218
N -0.92661 -2.60387 0.06859 -1.190
C -1.69355 -2.01750 1.02242 0.150
C -2.48252 -2.87069 1.82762 -0.674
C -3.26323 -2.33947 2.81424 -0.252
C -3.28095 -0.94646 3.01601 -0.875
C -2.51733 -0.17801 2.18536 -0.311
N -1.73923 -0.67517 1.20424 0.327
H 5.44090 3.37132 -2.17811 0.397
H 3.06861 4.13060 -2.20010 0.513
H 1.24106 2.48812 -2.17441 0.295
H 4.09106 -0.70571 -2.11009 0.507
H 5.90946 0.92862 -2.15571 0.389
H 2.80202 -1.26530 -3.97835 0.560
H 2.71481 -3.64480 -4.58110 0.386
H 1.26202 -5.20931 -3.30943 0.382
H -0.12746 -4.32287 -1.44015 0.408
H -2.43376 -3.93306 1.62980 0.504
H -3.86527 -2.98810 3.44019 0.391
H -3.88788 -0.48724 3.78288 0.398
H -2.51844 0.90160 2.28065 0.398
C -3.89020 2.61564 -5.51445 -0.979
C -4.02544 1.17166 -5.08148 -0.373
O -4.18951 1.06069 -3.65130 -0.448
P -2.98250 0.98642 -2.61646 1.068
S -3.58176 1.74789 -0.90033 -0.517
S -1.26293 1.56562 -3.38782 -0.413
O -2.75267 -0.61254 -2.37765 -0.207
C -3.91129 -1.40106 -1.95706 -0.369
C -3.53791 -2.86011 -2.04895 -0.908
H -3.89866 2.67039 -6.60727 0.397
H -2.95773 3.05108 -5.15109 0.232
H -4.72663 3.20248 -5.12824 0.278
H -3.17325 0.56896 -5.39437 0.362
H -4.93051 0.73429 -5.49248 0.387
H -4.72772 -1.17326 -2.63337 0.458
H -4.19938 -1.10174 -0.95316 0.279
H -3.40787 -3.16472 -3.09022 0.347
H -4.34282 -3.45771 -1.61109 0.368
H -2.61569 -3.07298 -1.51042 -0.020
C 0.56120 6.39973 0.47078 -1.205
N -0.10907 5.36798 -0.31650 0.167
C -1.24494 5.76263 -1.13643 -1.277
C 0.08285 4.03926 -0.08181 0.454
N -0.72735 3.09940 -0.38512 -0.176
N 1.32016 3.75337 0.49444 -0.024
C 1.72937 2.54509 1.02757 0.302
N 3.00984 2.58236 1.50104 -0.551
N 0.95716 1.51776 1.10157 -0.329
H 1.49294 6.73819 0.01059 0.286
H 0.76965 6.05250 1.48000 0.400
H -0.09672 7.26104 0.55148 0.462
H -1.03576 6.73464 -1.57643 0.439
H -2.17113 5.82778 -0.55955 0.339
H -1.38673 5.05166 -1.94829 0.443
H -1.62906 3.41861 -0.71215 -0.071
H 2.04510 4.42716 0.33064 0.265
H 3.63095 3.28743 1.14424 0.225
H 3.44807 1.68743 1.63525 0.236
H 1.40848 0.76770 1.61474 0.176
```

As for the HOMO-LUMO gap (alpha / beta): 5.886 / 6.136 eV. The expectation value of S² is 3.7725. The spin multiplicity is 4. For the max |F|, the calculation gives 0.01998 Eh/bohr.

=====

Entry 2:
# C25H34N9RhS

C25H34N9RhS as an isolated structure (wB97M-V/def2-TZVPD, the OMol25 dataset).

```
70
Properties=species:S:1:pos:R:3:mulliken_charge:R:1
Rh -0.37011 -1.03604 0.35554 -0.595
C -3.66188 -0.61540 0.78065 -1.202
C -2.73904 -1.67263 1.37951 -0.581
C -2.29758 -1.41022 2.80005 -0.072
C -3.32601 -1.43274 3.73034 -0.512
C -3.08053 -1.15493 5.06085 -1.173
C -1.80589 -0.78761 5.43108 -0.612
C -0.74088 -0.72739 4.53175 0.729
C 0.51681 -0.12443 5.13125 -0.288
C 0.29181 1.34074 5.51998 -1.361
C -0.96925 -1.14552 3.20080 1.505
N 0.02609 -1.44639 2.22620 -0.276
C 1.40419 -1.42524 2.53785 -1.305
C 2.49056 -0.81715 0.82521 0.451
C 3.74530 -0.45696 0.12507 -0.856
C 3.42890 0.11719 -1.04532 -0.930
C 1.97387 0.06635 -1.17015 -0.446
N 1.45155 -0.52040 -0.15487 0.220
H -3.97098 -0.88639 -0.22782 0.437
H -3.20982 0.37717 0.77426 0.137
H -4.56385 -0.54713 1.38666 0.434
H -1.93265 -1.98297 0.64461 0.398
H -3.26696 -2.63220 1.35544 0.622
H -4.32987 -1.68591 3.41129 0.483
H -3.87758 -1.20063 5.78993 0.426
H -1.61034 -0.52057 6.46235 0.492
H 1.37269 -0.14898 4.47040 -0.412
H 0.79691 -0.69642 6.01801 0.559
H -0.09710 1.90100 4.66596 0.202
H 1.22359 1.79915 5.85474 0.439
H -0.43623 1.44779 6.32253 0.457
H 1.59287 -1.82231 3.53381 0.901
H 4.73324 -0.59268 0.53884 0.633
H 4.09530 0.54637 -1.77653 0.509
H 1.37285 0.44375 -1.98731 0.672
C -1.53561 3.28914 1.60807 -1.032
N -0.18127 2.84466 1.92099 0.191
C 0.76775 3.81202 2.47841 -1.017
C 0.19933 1.59334 1.61045 0.446
N -0.56767 0.85373 0.82998 0.217
N 1.40122 1.19552 2.12766 0.320
C 2.12280 -0.06893 2.17762 -0.255
N 3.23644 0.16965 3.03624 -0.402
N 2.16594 -2.08652 1.45385 -0.442
H -1.72065 4.22246 2.12981 0.356
H -2.26534 2.55800 1.95843 0.346
H -1.67394 3.47363 0.53807 0.332
H 0.33900 4.80383 2.37766 0.400
H 1.70630 3.79555 1.92459 0.362
H 0.96286 3.63485 3.53831 0.320
H -1.33271 1.35127 0.40216 -0.132
H 1.72351 1.78116 2.88431 0.551
H 3.98189 0.71751 2.62786 0.270
H 3.60001 -0.64956 3.50022 0.296
H 2.94517 -2.67607 1.71178 0.446
N -1.44465 -2.53402 -6.56116 -0.369
C -2.35564 -2.28466 -5.60801 -0.105
S -3.96500 -2.50269 -5.74447 -0.262
C -1.78739 -1.84223 -4.29305 0.691
C -0.67340 -2.45935 -3.73465 -0.678
C -0.26385 -2.09022 -2.46683 -0.327
N -0.88832 -1.14205 -1.75474 0.157
C -1.93995 -0.51848 -2.31168 -0.578
C -2.41833 -0.84025 -3.56090 -0.726
H -1.76979 -2.84491 -7.46361 0.229
H -0.48590 -2.24214 -6.47828 0.220
H -0.15572 -3.25537 -4.25268 0.476
H 0.57740 -2.57979 -1.98986 0.538
H -2.40706 0.25894 -1.72230 0.594
H -3.28896 -0.34260 -3.96448 0.482
```

As for the HOMO-LUMO gap (alpha / beta): 6.105 / 6.106 eV. The net charge is +2. For the max |F|, the calculation gives 0.00710 Eh/bohr.

=====

Entry 3:
# C25H35BiCl2F6N9O3SSb

C25H35BiCl2F6N9O3SSb as an isolated structure at a distorted geometry (wB97M-V/def2-TZVPD, the OMol25 dataset).

```
83
Properties=species:S:1:pos:R:3:mulliken_charge:R:1
Bi 0.25593 -0.99767 -0.22098 2.283
N -0.77293 -0.16641 -2.27900 -0.984
C -1.23537 -1.27447 -3.08980 -0.587
C -1.68207 -2.46791 -2.22206 0.565
O -2.40998 -3.30148 -2.74294 -0.747
O -1.22374 -2.51003 -1.00259 -0.725
H -1.46399 0.51249 -1.94829 0.352
H 0.01489 0.35714 -2.62670 0.018
H -0.41918 -1.65490 -3.70473 0.248
H -2.07346 -1.02351 -3.74013 0.474
O 0.65947 -2.72253 1.38870 -0.693
N 0.29604 -2.61716 2.67310 0.446
C -0.15036 -3.75414 3.25613 -0.249
C -0.40552 -3.83511 4.59251 -0.797
C -0.20880 -2.69845 5.37818 -0.142
C 0.17595 -1.52977 4.77214 -1.020
C 0.41240 -1.45205 3.38463 0.692
S 0.84800 0.02600 2.63807 -0.596
H -0.26048 -4.58115 2.57100 0.463
H -0.77483 -4.75922 5.01266 0.393
H -0.36993 -2.73423 6.44797 0.358
H 0.30515 -0.61648 5.33264 0.410
C 2.59444 0.83431 -3.48389 -1.016
N 3.24630 1.23945 -2.25800 0.157
C 4.65446 0.98543 -2.03173 -0.488
C 4.89591 1.67542 -0.68321 -0.554
N 3.55662 2.00056 -0.19968 0.102
C 3.35020 2.15643 1.22990 -0.935
C 2.59614 1.60397 -1.10070 0.259
N 1.30103 1.62986 -1.02203 -0.021
C 0.60590 2.47704 -0.03634 -0.655
C -0.63675 3.20464 -0.56533 -0.834
N -1.77627 2.33468 -0.70497 0.070
C -3.01128 2.60782 -0.51287 0.221
N -3.98042 1.72286 -0.91616 0.159
C -3.79105 0.28616 -1.04344 -0.447
C -5.31345 2.25872 -0.76832 -0.576
C -5.08516 3.54457 0.02241 -0.687
N -3.63831 3.78082 -0.05392 -0.123
C -3.12498 4.47612 1.11989 -1.100
H 3.33210 0.87010 -4.28623 0.389
H 1.79917 1.54469 -3.71655 0.359
H 2.18186 -0.17245 -3.42716 0.195
H 5.25300 1.42444 -2.83156 0.362
H 4.86922 -0.08970 -1.99616 0.157
H 5.48785 2.58690 -0.80357 0.358
H 5.40551 1.01686 0.01944 0.344
H 4.19929 1.72715 1.76244 0.377
H 2.46047 1.63056 1.56036 0.146
H 3.26553 3.20974 1.51317 0.290
H 1.27810 3.26111 0.33012 0.427
H 0.28184 1.88615 0.82822 -0.108
H -0.39935 3.62911 -1.54881 0.230
H -0.78696 4.04234 0.11720 0.019
H -2.79197 0.01714 -0.71508 -0.278
H -3.94666 -0.05554 -2.07219 0.230
H -4.49937 -0.23220 -0.40526 0.414
H -5.95581 1.55312 -0.24121 0.320
H -5.76101 2.46554 -1.74586 0.368
H -5.40023 3.42102 1.06264 0.373
H -5.61907 4.39529 -0.40057 0.317
H -3.80151 5.29978 1.34516 0.427
H -2.14601 4.90388 0.93487 0.354
H -3.06780 3.81919 1.99601 0.330
Cl 3.64942 -1.40013 0.69702 -0.067
C 3.74609 -2.58257 -0.54728 0.664
C 4.84559 -3.40673 -0.58867 -0.644
C 5.01534 -4.30146 -1.64318 -0.335
C 4.08607 -4.34536 -2.68155 -0.524
C 2.98714 -3.52297 -2.64813 0.679
Cl 1.86502 -3.58702 -3.95674 -0.195
C 2.70136 -2.61026 -1.55387 -0.871
N 1.61579 -1.87948 -1.59192 -0.226
H 5.59219 -3.32603 0.19100 0.428
H 5.88593 -4.94381 -1.66505 0.372
H 4.22727 -5.00639 -3.52533 0.430
F -2.40437 -0.44776 2.08071 -0.340
Sb -3.97393 -0.90687 3.05236 2.420
F -3.02290 -2.32816 3.86870 -0.548
F -4.56011 -2.04125 1.65874 -0.587
F -5.53213 -1.34207 4.03841 -0.565
F -4.89621 0.54887 2.22817 -0.592
F -3.42626 0.25735 4.44507 -0.592
```

As for the HOMO-LUMO gap (alpha / beta): 6.890 / 4.990 eV. The expectation value of S² is 0.8029. The spin multiplicity is 2. The net charge is -1. For the max |F|, the calculation gives 0.03123 Eh/bohr.